Record 1
Computed, not measured: C40H110BMnN7O15 as an isolated structure at a distorted geometry, with wB97M-V/def2-TZVPD.

Geometry as XYZ:
```
174
C40H110BMnN7O15 | the Open Molecules 2025 dataset | wB97M-V/def2-TZVPD
Mn -2.210 0.304 1.353
O 2.017 3.883 4.090
O 3.793 5.338 6.210
O 2.630 -4.666 3.200
O 1.017 -1.307 -3.679
O 0.049 -5.224 -1.635
O -4.377 0.721 1.598
O -1.921 -7.165 2.129
O -2.470 -1.147 2.858
O 2.057 -2.094 0.681
O -2.699 2.205 -2.927
O -1.913 1.904 2.703
O -0.007 1.364 -8.956
O 6.044 1.896 -1.072
O 1.539 4.230 -1.124
O 2.241 1.114 4.221
N -1.097 -1.611 -2.118
N 4.133 -0.230 1.314
N 1.232 5.838 2.212
N -2.811 -3.716 1.000
N 2.100 0.641 -5.938
N -2.414 2.244 -0.040
N -3.161 -0.980 -0.259
C 0.794 5.634 0.835
C -2.855 1.366 -4.046
C -1.307 2.683 -0.946
C 6.813 3.095 -1.233
C 1.084 6.908 0.176
C -2.737 3.335 0.901
C 3.467 0.722 2.249
C 1.662 4.238 5.460
C -1.395 1.115 -9.353
C -1.805 -2.604 4.769
C 1.250 0.895 -4.773
C 1.680 1.420 -7.122
C -1.259 -3.095 -2.002
C 2.381 5.546 5.926
C 2.258 3.167 -1.601
C -1.198 1.789 3.925
C -5.015 1.070 2.789
C -4.465 -0.497 -0.567
C 1.620 0.012 -3.603
C 1.717 4.513 0.294
C 0.275 0.877 -7.675
C -5.216 -1.462 -1.468
C 2.861 0.079 3.413
C -5.121 -0.156 0.756
C -1.447 1.949 -2.284
C 0.109 -3.819 -1.831
C -2.917 -1.837 3.988
C 5.633 1.475 0.251
C 1.601 -3.037 1.646
C -1.820 -3.662 -3.272
C -1.669 -5.721 1.821
C 1.562 0.591 5.331
C -3.160 -5.669 -0.369
C -0.969 -7.611 3.035
C -2.924 -5.164 1.015
C 1.290 -2.035 -4.861
C 2.871 -3.750 2.186
C 1.366 -5.760 -1.327
C -1.913 3.247 2.195
C 4.535 0.432 0.064
B -0.216 -0.070 0.568
H 2.695 -0.079 -3.450
H -1.154 0.916 -2.096
H 2.402 1.356 -7.936
H 2.065 -5.751 -2.163
H 1.964 -5.213 -0.598
H 2.029 2.930 3.973
H -0.928 -6.948 3.900
H 0.877 -3.035 -4.722
H 0.955 -0.251 5.000
H -0.299 2.486 -0.581
H 0.619 -3.317 -1.009
H -6.052 0.351 0.501
H -2.136 -4.697 -3.143
H -2.715 4.340 0.479
H -1.461 0.887 4.477
H 0.210 0.610 -4.928
H 3.287 -4.225 1.298
H 0.915 1.344 5.782
H -4.568 -1.921 -2.214
H -0.369 -1.372 -2.776
H 3.732 0.865 -0.532
H 3.742 -3.123 2.376
H 3.480 -4.984 3.513
H -3.719 -5.400 1.722
H 0.784 -1.669 -5.754
H 2.359 6.295 5.134
H -2.696 -3.053 -3.491
H 2.667 1.275 1.758
H -4.374 1.675 3.430
H -3.784 3.209 1.179
H 0.724 0.118 0.073
H 0.399 -0.205 -7.727
H -0.808 -5.596 1.164
H 0.711 -3.653 -2.724
H 1.060 -3.810 1.100
H 1.299 -1.535 0.495
H -1.428 1.157 -10.441
H 6.190 3.918 -0.884
H 1.912 5.903 6.843
H 2.055 2.219 -1.103
H -3.938 -5.140 -0.920
H 2.222 0.155 6.081
H 3.934 4.735 6.944
H -0.152 1.877 3.632
H -1.148 -3.598 -4.128
H -0.870 3.544 2.087
H -3.349 -1.916 0.072
H 1.618 3.566 0.825
H -0.383 1.160 -6.853
H -3.615 -2.626 3.707
H 2.348 -2.168 -5.085
H 1.618 2.475 -6.857
H -5.130 -1.085 1.326
H -2.305 -5.501 -1.024
H -1.865 -3.350 -1.133
H 7.760 3.229 -0.712
H 2.218 6.052 2.168
H -3.401 -1.017 4.519
H 1.284 0.469 -2.673
H 3.705 -0.351 3.952
H -0.144 0.503 1.479
H -6.074 -0.997 -1.955
H 0.426 7.703 0.528
H 3.310 3.446 -1.645
H -0.587 -1.478 -1.256
H -1.971 1.485 -4.673
H 2.124 -0.597 2.980
H 0.057 -7.496 2.688
H 1.248 -6.769 -0.930
H -2.313 3.960 2.915
H -0.938 -1.969 4.948
H -3.714 1.704 -4.626
H -5.549 -2.311 -0.871
H 3.007 1.061 -5.794
H 1.884 3.378 6.091
H -1.512 -3.511 4.240
H -3.046 0.311 -3.848
H -1.299 3.762 -1.100
H -4.331 0.435 -1.115
H -2.008 -3.469 0.438
H -3.449 -6.720 -0.387
H 4.860 -0.328 -0.646
H -1.665 -5.237 2.798
H 0.579 4.344 5.522
H 2.137 7.189 0.207
H -3.132 2.167 -0.746
H 5.148 2.284 0.797
H -0.258 5.368 0.734
H -5.239 0.245 3.464
H -1.059 0.270 -0.014
H 4.129 1.495 2.640
H 0.908 6.754 -0.888
H -1.153 -8.632 3.371
H 0.921 -2.556 2.349
H -2.068 1.803 -8.840
H -2.227 -2.936 5.718
H -0.394 -1.110 0.796
H 2.727 4.872 0.496
H 1.947 3.051 -2.640
H -1.687 0.083 -9.157
H 6.423 1.001 0.833
H -5.915 1.672 2.663
H 1.204 4.976 2.736
H -1.521 2.603 4.573
H -0.598 2.212 -2.914
H -2.721 -3.290 1.911
H 3.494 -1.002 1.191
H 1.318 1.959 -4.546
H -2.748 -1.151 -1.165
H 7.082 3.191 -2.285
```

For the lowest unoccupied orbital energy (spin up / spin down), the calculation gives 0.4089 / 0.4046 eV. The multiplicity is 6. The max |F| comes out at 0.0835 hartree/bohr. Its molar mass is 995.10 g/mol. The orbital gap (spin up / spin down) comes out at 7.8950 / 8.1032 eV.

***

Record 2
Computed, not measured: a 5-piece molecular cluster, C20H29F13NO9 overall, with wB97M-V/def2-TZVPD.

Geometry as XYZ:
```
72
C20H29F13NO9 | the Open Molecules 2025 dataset | wB97M-V/def2-TZVPD
F 8.074 0.446 -0.477
F 1.523 -5.478 2.882
F 0.377 -5.443 1.045
F 8.378 2.177 0.788
F -5.461 -5.267 6.262
F 2.336 -4.536 1.112
F -1.561 5.785 -2.331
F 0.166 5.281 -3.549
F -6.717 -6.946 5.750
F 7.511 2.409 -1.178
F -3.447 1.130 -2.547
F -5.378 -7.081 7.441
F 0.183 7.066 -2.343
O 5.225 2.167 0.253
O 1.432 1.114 -2.288
O 1.213 -2.370 2.246
O -0.642 -3.589 2.645
O 6.132 0.427 1.338
O -3.268 -6.560 5.553
O -1.696 6.231 -5.151
O -4.600 -8.055 4.510
O -1.276 8.271 -4.282
N -3.260 2.574 -2.091
C 1.223 -4.738 1.800
C -1.340 -2.407 3.108
C 7.554 1.621 -0.113
C -2.053 -6.350 3.446
C -5.519 -6.598 6.199
C 0.606 -3.398 2.247
C -2.371 6.810 -6.277
C 6.150 1.454 0.499
C 0.071 1.082 -2.769
C -2.118 -7.012 4.804
C -1.384 7.246 -7.339
C -1.217 7.075 -4.253
C 3.928 -0.553 0.994
C -0.592 6.278 -3.092
C -1.904 -1.616 1.949
C 2.021 2.386 -2.403
C 4.832 0.204 1.940
C -4.412 -7.170 5.290
C -1.865 2.781 -2.294
C -0.930 1.656 -1.765
H 3.031 2.292 -2.001
H -0.119 0.026 -2.953
H -2.137 -2.783 3.748
H -1.916 7.608 -8.219
H -1.643 3.694 -1.742
H -2.071 -5.271 3.549
H -2.135 -8.098 4.727
H -1.111 -1.224 1.313
H -3.021 6.023 -6.652
H -1.586 2.971 -3.368
H -2.546 -2.245 1.333
H -2.904 -6.641 2.829
H -1.139 -6.638 2.931
H -0.741 8.045 -6.970
H -2.998 7.637 -5.947
H 5.022 -0.361 2.851
H 4.397 1.160 2.223
H 2.970 -0.772 1.462
H 2.076 2.715 -3.449
H 1.470 3.148 -1.840
H 0.045 1.648 -3.707
H -1.259 -6.733 5.410
H 3.738 0.028 0.091
H -0.318 2.078 -0.957
H -0.748 6.411 -7.632
H -0.670 -1.806 3.721
H -2.490 -0.776 2.319
H -1.515 0.856 -1.322
H 4.392 -1.494 0.694
```

The total charge is -1. For the lowest unoccupied orbital energy, the calculation gives 1.8799 eV. The max |F| comes out at 0.0167 hartree/bohr. Its molar mass is 674.42 g/mol. The orbital gap comes out at 3.5418 eV.

***

Record 3
Computed, not measured: a single C17H27NO4 molecule, with wB97M-V/def2-TZVPD.

Geometry as XYZ:
```
49
C17H27NO4 | the Open Molecules 2025 dataset | wB97M-V/def2-TZVPD
O -1.575 -4.391 -2.755
O -1.436 -1.549 -2.328
O 3.026 2.125 3.001
O 0.876 -0.310 1.441
N 1.496 1.966 -0.332
C 1.237 0.603 2.451
C 2.355 1.522 1.921
C -0.184 -1.147 1.650
C -0.420 -2.436 -1.904
C -1.602 -2.839 0.674
C -0.521 -1.974 0.564
C 0.325 -1.914 -0.680
C -0.789 2.900 -0.737
C -2.334 -2.881 1.859
C 1.282 4.079 -1.539
C 0.607 1.898 -2.554
C -2.039 -3.715 -0.469
C 1.821 2.574 0.940
C -0.916 -1.206 2.826
C 0.648 2.715 -1.256
C -1.006 -3.826 -1.599
C -1.989 -2.078 2.924
H 0.086 0.956 -2.405
H 3.100 0.903 1.414
H 0.368 1.210 2.751
H -2.272 -4.715 -0.100
H -2.553 -2.122 3.843
H -2.065 -3.689 -3.205
H -2.970 -3.315 -0.890
H 1.621 1.685 -2.882
H 0.093 2.451 -3.335
H 0.646 -0.887 -0.863
H 0.965 3.087 1.418
H 1.617 0.070 3.334
H 2.612 3.316 0.782
H 0.259 -2.514 -2.760
H 2.442 2.774 3.410
H -1.221 1.936 -0.472
H -0.657 -0.590 3.672
H -0.196 -4.498 -1.300
H -0.813 3.544 0.140
H 1.075 1.059 -0.162
H 2.320 3.946 -1.830
H -1.409 3.354 -1.505
H 0.751 4.575 -2.347
H -1.958 -1.305 -1.554
H 1.230 -2.507 -0.526
H -3.173 -3.556 1.937
H 1.243 4.719 -0.661
```

For the lowest unoccupied orbital energy, the calculation gives 0.5618 eV. The energy above the lowest of the compared OMol25 structures with the same formula, charge and spin is 21.5 kcal/mol. The max |F| comes out at 0.0146 hartree/bohr. Its molar mass is 309.41 g/mol. The orbital gap comes out at 9.2287 eV.

***

Record 4
Computed, not measured: C3H8N2O as an isolated structure at a distorted geometry, with wB97M-V/def2-TZVPD.

Geometry as XYZ:
```
14
C3H8N2O | the Open Molecules 2025 dataset | wB97M-V/def2-TZVPD
O 2.565 0.538 -0.642
N -2.012 0.099 -0.654
N 1.166 -0.532 1.373
C 1.544 0.064 0.028
C -0.745 0.386 0.046
C 0.301 -0.242 -0.730
H -0.606 1.502 0.169
H 1.913 -0.554 2.047
H 1.123 0.673 0.947
H 0.114 0.116 -1.793
H -2.033 -0.815 -1.143
H 0.398 -1.369 -0.733
H -2.753 0.167 0.040
H -0.976 -0.032 1.046
```

For the lowest unoccupied orbital energy, the calculation gives -0.4327 eV. The energy above the lowest of the compared OMol25 structures with the same formula, charge and spin is 134.6 kcal/mol. The max |F| comes out at 0.1541 hartree/bohr. Its molar mass is 88.11 g/mol. The orbital gap comes out at 8.6715 eV.

***

Record 5
Computed, not measured: a 6-piece molecular cluster, C27H71N2O7PSi overall, with wB97M-V/def2-TZVPD.

Geometry as XYZ:
```
109
C27H71N2O7PSi | the Open Molecules 2025 dataset | wB97M-V/def2-TZVPD
P 1.575 1.472 -2.410
Si 0.908 -0.247 -1.032
O 1.129 5.027 -3.853
O -6.648 3.122 -2.754
O 3.624 -0.764 -1.043
O -3.161 3.834 -0.175
O 1.511 -3.079 3.606
O 4.926 -7.934 7.096
O 1.269 0.759 -3.896
N 0.027 2.241 -2.277
N -3.767 -1.980 -2.366
C 0.872 -2.404 4.676
C 3.699 -7.542 6.506
C -2.613 -2.564 -1.666
C 5.890 -1.146 -1.670
C 1.578 6.171 -3.148
C 4.862 -8.345 8.450
C 1.088 -0.900 4.679
C -5.028 5.340 0.387
C 2.921 -2.959 3.547
C 3.025 -6.365 7.191
C -0.347 -1.343 -1.917
C -6.290 2.112 -1.821
C -2.791 4.744 -2.435
C 4.513 -1.751 -1.524
C -1.686 -1.447 -1.173
C 3.645 -3.512 4.761
C -8.242 1.750 -4.041
C 0.481 7.170 -2.825
C -5.125 1.244 -2.254
C 1.449 5.942 -6.119
C -3.471 3.711 -1.555
C 2.417 -1.268 -0.482
C 0.533 5.259 -5.118
C 3.965 -9.546 8.696
C -7.032 2.669 -4.039
C 6.939 -2.195 -2.006
C -3.537 5.055 0.435
H -3.115 2.718 -1.826
H -5.354 0.663 -3.149
H 4.282 -10.392 8.085
H 7.944 -1.780 -1.970
H -8.509 1.498 -5.069
H -0.511 -0.946 -2.922
H 2.490 -1.292 0.611
H 2.362 5.363 -6.257
H -8.048 0.816 -3.512
H -6.028 2.661 -0.916
H -1.709 4.693 -2.294
H 1.174 -2.833 5.639
H 1.725 6.949 -5.804
H -0.317 6.693 -2.253
H 0.043 7.605 -3.724
H 0.090 -2.339 -2.035
H -2.978 5.894 0.002
H -5.589 4.527 0.850
H 1.797 -0.039 -4.016
H -3.013 4.541 -3.483
H 4.021 -9.836 9.746
H -3.211 4.956 1.471
H 6.900 -3.023 -1.295
H -0.400 5.825 -5.009
H 6.139 -0.652 -0.729
H 3.696 -5.506 7.219
H 3.212 -1.917 3.369
H -2.222 -0.505 -1.312
H 4.164 -2.128 -2.497
H -4.252 1.862 -2.465
H 2.245 -2.305 -0.794
H -9.096 2.239 -3.571
H 0.941 6.024 -7.081
H -6.190 2.184 -4.547
H -5.243 6.262 0.930
H -0.187 -2.626 4.545
H 3.008 -8.391 6.446
H 6.776 -2.617 -2.998
H -7.257 3.579 -4.595
H 3.384 -4.559 4.914
H 2.729 -6.598 8.215
H 2.134 -0.634 4.829
H -4.270 -2.692 -2.885
H 2.920 -9.332 8.468
H 0.892 7.987 -2.230
H -1.508 -1.548 -0.102
H 3.398 -2.965 5.672
H -4.867 0.532 -1.471
H 2.394 6.663 -3.689
H 0.220 0.324 0.161
H 3.961 -7.274 5.482
H 4.724 -3.439 4.615
H -3.111 5.765 -2.221
H 0.514 -0.450 5.489
H -7.157 1.488 -1.576
H 5.892 -8.592 8.709
H -4.556 3.721 -1.715
H -2.985 -3.154 -0.829
H 0.266 4.266 -5.480
H 4.562 -7.510 9.095
H -2.043 -3.246 -2.309
H -5.391 5.466 -0.633
H 0.051 3.075 -2.863
H -0.125 2.568 -1.326
H 0.755 -0.463 3.736
H 4.545 -2.604 -0.835
H -3.414 -1.336 -3.069
H 3.207 -3.524 2.659
H 5.862 -0.379 -2.445
H 2.126 -6.086 6.640
H 2.003 5.773 -2.226
```

For the lowest unoccupied orbital energy, the calculation gives 0.7213 eV. The max |F| comes out at 0.0165 hartree/bohr. Its molar mass is 594.93 g/mol. The orbital gap comes out at 8.1564 eV.

***

Record 6
Computed, not measured: an isolated ion of composition C8H8NO3S and charge -1 at a distorted geometry, with wB97M-V/def2-TZVPD.

Geometry as XYZ:
```
21
C8H8NO3S | the Open Molecules 2025 dataset | wB97M-V/def2-TZVPD
S 1.233 -0.655 -0.721
O -2.304 2.513 0.124
O -3.051 0.947 -1.258
O -2.514 -2.254 1.211
N -1.426 -0.889 -0.292
C -1.350 0.394 0.154
C 0.169 0.778 0.209
C -2.364 1.427 -0.387
C -0.295 -1.496 -1.039
C -1.727 -2.033 0.348
C 0.725 2.117 -0.176
C 0.055 0.565 1.693
C -0.609 -2.860 -0.363
H 0.309 2.767 0.547
H 0.664 2.378 -1.196
H -1.065 -3.888 -0.738
H -0.391 1.323 2.397
H 0.075 -3.147 0.396
H 1.852 2.212 -0.116
H 0.127 -0.516 1.927
H -0.308 -1.479 -2.150
```

The total charge is -1. For the lowest unoccupied orbital energy, the calculation gives 2.9769 eV. The energy above the lowest of the compared OMol25 structures with the same formula, charge and spin is 50.4 kcal/mol. The max |F| comes out at 0.0825 hartree/bohr. Its molar mass is 198.22 g/mol. The orbital gap comes out at 7.5304 eV.